1.
Here is a molecular structure, C37H44CoN5SbSe5 from OMol25. Energies are from ωB97M-V with the def2-TZVPD basis set.

Output
Relative energy (zero: lowest compared OMol25 entry of this formula, charge and spin) ... 69.2 kJ/mol
Charge ... -2
Orbital gap (alpha / beta) ... 3.467 / 4.487 eV
Spin multiplicity ... 2
Electronic energy ... -417434.2181 eV

```
93
Properties=species:S:1:pos:R:3:mulliken_charge:R:1
Co -1.763 0.233 -0.767 -0.19
C -1.831 -4.027 3.229 -1.00
C -2.941 -3.341 3.975 1.43
C -3.838 -4.075 4.746 -0.84
C -4.821 -3.459 5.507 -0.67
C -4.926 -2.077 5.506 -0.62
C -4.065 -1.327 4.720 -0.69
C -3.082 -1.945 3.952 -0.41
N -2.211 -1.148 3.174 0.53
C -2.262 -1.064 1.790 0.54
N -3.160 -1.887 1.199 -0.12
C -3.352 -2.138 -0.185 0.77
C -2.787 -1.315 -1.157 0.19
C -3.037 -1.676 -2.485 0.00
C -3.810 -2.774 -2.824 -1.26
C -4.376 -3.555 -1.824 -0.63
C -4.154 -3.250 -0.490 0.79
C -4.775 -4.094 0.594 -1.29
N -1.510 -0.246 1.139 -0.41
C -0.597 0.566 1.886 -1.10
C -0.879 1.928 2.024 0.20
C -0.058 2.741 2.793 -0.91
C 1.066 2.202 3.406 -0.74
C 1.367 0.862 3.219 -0.34
C 0.553 0.022 2.464 2.12
C 0.926 -1.424 2.283 -1.82
H -1.780 -5.079 3.508 0.46
H -0.874 -3.556 3.454 0.11
H -1.960 -3.963 2.147 0.25
H -3.742 -5.154 4.765 0.37
H -5.497 -4.059 6.104 0.39
H -5.684 -1.582 6.099 0.38
H -4.151 -0.248 4.680 0.51
H -1.827 -0.319 3.607 0.35
H -3.774 -2.375 1.828 -0.08
H -2.618 -1.059 -3.269 0.35
H -3.986 -3.016 -3.866 0.40
H -4.996 -4.409 -2.075 0.29
H -5.348 -4.909 0.154 0.37
H -5.463 -3.518 1.224 0.35
H -4.026 -4.538 1.257 0.17
H -1.745 2.330 1.510 0.41
H -0.263 3.799 2.913 0.34
H 1.722 2.839 3.985 0.47
H 2.272 0.453 3.656 0.36
H 2.011 -1.529 2.241 0.37
H 0.508 -1.830 1.362 0.23
H 0.570 -2.029 3.122 0.34
C 3.200 0.479 -4.873 -0.83
C 1.967 0.731 -5.744 -0.64
C 0.638 0.335 -5.093 -0.44
C 0.052 1.339 -4.107 -0.46
N 0.969 1.718 -3.044 1.08
C 1.262 0.971 -1.962 -0.99
Se 0.489 -0.686 -1.560 -0.32
N 2.175 1.636 -1.228 1.28
C 2.712 1.238 0.072 0.60
C 4.187 0.867 -0.003 -0.73
C 4.486 -0.363 -0.858 0.22
C 4.023 -1.668 -0.218 -1.07
C 2.461 2.850 -1.840 1.47
C 3.321 3.879 -1.471 -0.87
C 3.339 4.989 -2.297 -1.04
C 2.553 5.051 -3.455 -0.75
C 1.719 4.013 -3.830 -1.07
C 1.685 2.906 -2.992 0.26
H 4.113 0.533 -5.469 0.45
H 3.151 -0.513 -4.419 0.24
H 3.297 1.208 -4.069 0.00
H 2.076 0.156 -6.668 0.43
H 1.934 1.784 -6.044 0.24
H 0.751 -0.628 -4.587 0.22
H -0.121 0.194 -5.868 0.47
H -0.852 0.951 -3.637 -0.65
H -0.227 2.263 -4.615 0.52
H 2.103 0.407 0.415 -1.10
H 2.583 2.079 0.759 -0.16
H 4.525 0.704 1.025 0.49
H 4.753 1.729 -0.362 0.44
H 5.563 -0.410 -1.043 0.46
H 4.012 -0.250 -1.839 -0.34
H 4.473 -1.792 0.771 0.34
H 4.305 -2.530 -0.827 0.41
H 2.938 -1.689 -0.109 0.00
H 3.887 3.832 -0.546 0.52
H 3.942 5.840 -2.007 0.42
H 2.581 5.949 -4.059 0.40
H 1.103 4.076 -4.717 0.38
Se 1.133 6.405 3.589 -0.77
Sb 2.597 5.827 1.726 0.49
Se -2.623 1.939 -1.842 -0.80
Se 3.563 7.670 0.450 -0.76
Se 4.176 4.005 2.213 -0.73
```



2.
Here is 2 unconnected molecules or ions with the total composition F3H3SSi2 from OMol25. Energies are from ωB97M-V with the def2-TZVPD basis set.

Output
Relative energy (zero: lowest compared OMol25 entry of this formula, charge and spin) ... 395.1 kJ/mol
Orbital gap (alpha / beta) ... 9.431 / 7.227 eV
Electronic energy ... -34793.3401 eV

```
9
Properties=species:S:1:pos:R:3:mulliken_charge:R:1
F 1.420 -0.497 1.690 -0.23
F -0.868 -1.312 1.586 -0.24
F -0.436 1.057 2.027 -0.23
Si 0.281 0.517 -1.043 0.06
Si 0.021 -0.117 1.063 0.76
S -1.508 0.827 -2.155 -0.25
H 1.440 1.304 -1.329 -0.02
H 1.994 -2.167 -0.611 0.00
H -2.343 0.388 -1.228 0.15
```



3.
Here is C12H18N2O4S in the gas phase from OMol25. Energies are from ωB97M-V with the def2-TZVPD basis set.

Output
Relative energy (zero: lowest compared OMol25 entry of this formula, charge and spin) ... 319.9 kJ/mol
Orbital gap ... 9.347 eV
SMILES ... COc1ccc(OC)c(S(=O)(=O)N2CCNCC2)c1
Electronic energy ... -34739.7185 eV

```
37
Properties=species:S:1:pos:R:3:mulliken_charge:R:1
C 1.943 4.171 -1.689 -0.78
O 2.476 3.771 -0.445 -0.48
C 2.148 2.548 0.034 0.51
C 2.706 2.190 1.264 -0.57
C 2.436 0.962 1.826 -0.38
C 1.598 0.046 1.189 0.15
O 1.314 -1.144 1.810 -0.50
C 2.008 -2.274 1.299 -0.66
C 1.036 0.415 -0.026 -0.68
S -0.089 -0.656 -0.927 1.40
O 0.621 -1.795 -1.438 -0.77
O -0.764 0.173 -1.893 -0.79
N -1.104 -1.171 0.285 0.22
C -2.095 -0.190 0.664 -0.63
C -3.304 -0.221 -0.309 -0.65
N -3.269 -1.372 -1.191 -0.47
C -2.984 -2.585 -0.452 -0.59
C -1.593 -2.533 0.228 -0.85
C 1.302 1.644 -0.601 0.03
H 2.255 3.496 -2.492 0.33
H 0.851 4.220 -1.660 0.32
H 2.347 5.165 -1.873 0.23
H 3.354 2.896 1.759 0.45
H 2.865 0.689 2.779 0.45
H 1.802 -2.424 0.237 0.24
H 3.087 -2.162 1.452 0.35
H 1.644 -3.124 1.872 0.23
H -1.601 0.783 0.652 0.34
H -2.402 -0.413 1.689 0.44
H -4.238 -0.267 0.260 0.34
H -3.316 0.673 -0.932 0.34
H -2.556 -1.223 -1.901 0.35
H -3.770 -2.694 0.301 0.30
H -3.043 -3.431 -1.138 0.34
H -0.854 -3.095 -0.341 0.46
H -1.629 -2.925 1.250 0.37
H 0.817 1.858 -1.539 0.63
```



4.
Here is a molecular structure, C28H37N5O2OsS2SbSi from OMol25. Energies are from ωB97M-V with the def2-TZVPD basis set.

Output
Relative energy (zero: lowest compared OMol25 entry of this formula, charge and spin) ... 0.9 kJ/mol
Charge ... +3
Orbital gap (alpha / beta) ... 8.046 / 5.665 eV
Spin multiplicity ... 5
Electronic energy ... -79712.5920 eV

```
77
Properties=species:S:1:pos:R:3:mulliken_charge:R:1
Os -0.110 1.199 1.270 1.33
C -5.044 3.960 2.612 -1.09
N -3.986 3.078 2.122 0.01
C -4.218 1.911 1.275 -0.31
C -2.813 1.397 1.132 0.31
O -2.362 0.425 0.526 -0.63
N -1.962 2.184 1.833 -0.48
C -2.698 3.174 2.420 0.32
N -2.171 4.109 3.188 -0.31
H -5.938 3.784 2.020 0.38
H -4.757 5.002 2.480 0.42
H -5.268 3.756 3.660 0.37
H -4.645 2.183 0.308 0.39
H -4.866 1.175 1.756 0.37
H -1.186 4.099 3.394 0.19
H -2.742 4.808 3.636 0.23
C 1.687 1.966 -2.599 -0.76
Si 0.222 2.837 -1.854 0.26
C 0.631 4.615 -1.532 -1.06
C -1.330 2.595 -2.841 -0.66
O -0.105 2.140 -0.319 -0.26
H 2.124 2.624 -3.355 0.48
H 1.407 1.036 -3.093 0.07
H 2.468 1.760 -1.863 0.30
H 0.700 5.139 -2.489 0.36
H 1.601 4.714 -1.039 0.32
H -0.118 5.132 -0.930 0.32
H -1.119 2.802 -3.893 0.42
H -2.126 3.272 -2.527 0.38
H -1.693 1.567 -2.771 -0.03
S 0.332 0.822 3.569 -0.45
C 2.056 0.933 3.818 0.56
N 2.609 0.392 4.882 -0.17
C 4.068 0.601 4.918 -0.47
C 4.292 1.535 3.710 -0.47
N 2.955 1.561 3.081 0.11
H 2.094 -0.132 5.573 0.19
H 4.575 -0.355 4.804 0.31
H 4.365 1.052 5.861 0.32
H 5.032 1.149 3.014 0.31
H 4.574 2.543 4.010 0.32
H 2.745 2.068 2.239 0.11
S 1.466 -0.314 0.649 -0.43
Sb 0.639 -1.892 -1.023 1.61
C -0.492 -3.229 0.113 0.89
C -1.056 -2.916 1.342 -0.38
C -1.849 -3.856 1.982 -0.67
C -2.073 -5.093 1.392 -0.57
C -1.502 -5.402 0.165 -0.72
C -0.708 -4.470 -0.485 -0.64
C 2.438 -2.825 -1.488 0.87
C 3.141 -2.599 -2.670 -0.49
C 4.313 -3.302 -2.898 -0.73
C 4.776 -4.210 -1.954 -0.51
C 4.076 -4.421 -0.774 -0.77
C 2.901 -3.728 -0.531 -0.55
C -0.582 -1.273 -2.598 1.18
C -1.940 -1.151 -2.310 -0.67
C -2.822 -0.907 -3.352 -0.70
C -2.351 -0.793 -4.653 -0.64
C -0.996 -0.922 -4.928 -0.82
C -0.098 -1.162 -3.900 -0.47
H -0.866 -1.959 1.815 0.24
H -2.288 -3.630 2.945 0.45
H -2.691 -5.825 1.895 0.42
H -1.672 -6.370 -0.287 0.44
H -0.260 -4.724 -1.440 0.43
H 2.804 -1.883 -3.406 0.31
H 4.865 -3.142 -3.814 0.44
H 5.689 -4.759 -2.142 0.42
H 4.440 -5.134 -0.046 0.43
H 2.346 -3.912 0.382 0.36
H -2.314 -1.264 -1.300 0.38
H -3.882 -0.823 -3.151 0.45
H -3.047 -0.614 -5.463 0.45
H -0.637 -0.846 -5.946 0.48
H 0.953 -1.261 -4.129 0.16
```